Entry from OMol25: C33H45N2OP3W as an isolated structure in a non-equilibrium geometry (ωB97M-V/def2-TZVPD).

Its spin multiplicity is 3. As for the expectation value of S²: 2.0275. As for the frontier orbital gap (spin up / spin down): 0.165 / 0.261 hartree. For the HOMO energy (spin up / spin down), the calculation gives -4.2 / -6.8 eV.

Positions of all 85 atoms, in Å:
W (0.163, 0.410, 0.381)
P (2.656, -0.057, -0.100)
P (-2.496, 0.080, 0.181)
N (0.067, 1.496, -1.017)
H (1.033, -2.299, 2.089)
C (2.992, -1.622, -1.001)
H (4.074, -1.818, -1.080)
H (2.560, -1.562, -2.012)
H (2.510, -2.461, -0.472)
C (3.738, -0.093, 1.375)
H (4.791, -0.184, 1.069)
H (3.466, -0.946, 2.014)
H (3.585, 0.823, 1.967)
C (3.331, 1.279, -1.174)
H (4.430, 1.268, -1.180)
H (2.992, 2.259, -0.796)
H (2.956, 1.161, -2.205)
C (-3.263, -1.359, -0.649)
H (-4.359, -1.317, -0.570)
H (-2.891, -2.272, -0.165)
H (-2.976, -1.382, -1.711)
C (-3.276, 0.022, 1.836)
H (-4.356, -0.143, 1.714)
H (-3.102, 0.951, 2.406)
H (-2.815, -0.812, 2.385)
C (-3.218, 1.562, -0.637)
H (-4.302, 1.609, -0.467)
H (-3.005, 1.536, -1.720)
H (-2.743, 2.466, -0.221)
C (0.011, 2.168, -2.185)
C (0.021, 2.084, -4.612)
C (-0.010, 1.427, -3.388)
C (-0.009, 3.578, -2.216)
C (0.024, 4.227, -3.448)
C (0.047, 3.487, -4.644)
H (0.013, 1.496, -5.536)
H (-0.052, 0.332, -3.290)
H (-0.065, 4.091, -1.248)
H (0.011, 5.320, -3.496)
H (0.061, 4.031, -5.605)
C (0.004, -2.722, 1.901)
O (-0.714, -1.809, 1.116)
C (0.148, -4.063, 1.154)
H (0.097, -4.944, 1.816)
H (1.124, -4.141, 0.654)
H (-0.645, -4.181, 0.396)
C (-0.736, -2.833, 3.214)
H (-1.656, -3.393, 3.059)
H (-1.016, -1.857, 3.642)
H (-0.166, -3.360, 3.970)
N (0.270, 1.319, 1.910)
P (0.363, 1.885, 3.443)
C (-1.054, 1.355, 4.424)
C (-1.080, 0.265, 5.318)
C (-2.257, 0.021, 6.040)
C (-3.337, 0.911, 5.970)
C (-3.283, 2.026, 5.126)
C (-2.138, 2.254, 4.371)
C (1.837, 1.183, 4.157)
C (2.845, 1.977, 4.724)
C (3.824, 1.354, 5.486)
C (3.810, -0.041, 5.629)
C (2.826, -0.837, 5.014)
C (1.817, -0.228, 4.268)
C (0.479, 3.641, 3.739)
C (0.403, 4.164, 5.050)
C (0.466, 5.545, 5.212)
C (0.624, 6.384, 4.097)
C (0.725, 5.842, 2.805)
C (0.671, 4.461, 2.616)
H (-0.186, -0.332, 5.524)
H (-2.310, -0.859, 6.688)
H (-4.221, 0.761, 6.581)
H (-4.097, 2.753, 5.045)
H (-2.044, 3.180, 3.802)
H (2.806, 3.074, 4.640)
H (4.577, 1.964, 6.002)
H (4.578, -0.534, 6.239)
H (2.804, -1.927, 5.127)
H (0.993, -0.843, 3.841)
H (0.301, 3.489, 5.910)
H (0.397, 5.979, 6.209)
H (0.671, 7.461, 4.225)
H (0.845, 6.461, 1.922)
H (0.762, 3.969, 1.639)

These are the Mulliken partial charges, in e, on atoms 1 to 6:
1. W 0.49
2. P 0.84
3. P 1.13
4. N 0.51
5. H -0.63
6. C -0.94

Entry from OMol25: C27H37IN3OPRuSSi2Te as an isolated structure in a non-equilibrium geometry (ωB97M-V/def2-TZVPD).

Its spin multiplicity is 2. As for the expectation value of S²: 0.7671. For the energy relative to the best compared isomer or geometry (same formula, charge and spin), the calculation gives 1.110 eV. As for the frontier orbital gap (spin up / spin down): 0.235 / 0.218 hartree. Its total charge is -1. For the HOMO energy (spin up / spin down), the calculation gives -4.1 / -4.1 eV.

Positions of all 75 atoms, in Å:
Ru (0.001, 0.014, -0.331)
C (3.651, 0.475, 0.897)
Si (2.428, -0.259, -0.382)
C (3.264, 0.305, -2.011)
C (2.852, -2.111, -0.189)
C (4.147, -2.612, -0.397)
C (4.461, -3.931, -0.107)
C (3.477, -4.782, 0.388)
C (2.190, -4.304, 0.584)
C (1.864, -2.969, 0.307)
Si (0.122, -2.248, 0.559)
C (-0.231, -2.572, 2.406)
C (-0.941, -3.522, -0.364)
H (4.606, -0.051, 0.803)
H (3.304, 0.355, 1.932)
H (3.814, 1.539, 0.708)
H (4.296, 0.618, -1.807)
H (2.745, 1.153, -2.463)
H (3.287, -0.506, -2.741)
H (4.916, -1.955, -0.798)
H (5.469, -4.300, -0.267)
H (3.716, -5.817, 0.611)
H (1.425, -4.977, 0.964)
H (0.212, -3.529, 2.698)
H (-1.306, -2.617, 2.605)
H (0.210, -1.800, 3.039)
H (-0.846, -4.498, 0.131)
H (-0.579, -3.622, -1.390)
H (-1.999, -3.260, -0.398)
Te (0.080, -0.717, -2.849)
C (-1.150, -1.611, -4.314)
C (-2.466, -1.984, -4.269)
C (-2.922, -2.577, -5.480)
C (-1.941, -2.649, -6.421)
S (-0.466, -1.995, -5.839)
H (-3.080, -1.832, -3.392)
H (-3.933, -2.929, -5.640)
H (-1.994, -3.047, -7.423)
I (-2.777, -0.299, -0.086)
C (-1.539, 3.283, 0.263)
P (-0.574, 2.322, -0.972)
C (-1.784, 2.514, -2.345)
C (0.660, 3.549, -1.559)
C (1.174, 3.423, -2.848)
C (2.113, 4.325, -3.328)
C (2.564, 5.361, -2.523)
C (2.057, 5.497, -1.238)
C (1.116, 4.595, -0.760)
H (-1.092, 3.241, 1.254)
H (-2.526, 2.827, 0.310)
H (-1.624, 4.321, -0.066)
H (-1.923, 3.573, -2.571)
H (-2.736, 2.082, -2.038)
H (-1.449, 1.994, -3.241)
H (0.830, 2.615, -3.486)
H (2.497, 4.221, -4.336)
H (3.310, 6.055, -2.892)
H (2.395, 6.310, -0.606)
H (0.734, 4.703, 0.246)
C (2.627, 3.229, 3.447)
N (1.550, 2.249, 3.393)
C (1.167, 1.613, 4.517)
C (0.106, 0.796, 4.503)
C (-0.542, 0.555, 3.244)
N (-0.027, 0.958, 2.097)
C (1.026, 1.864, 2.133)
O (1.513, 2.380, 1.155)
N (-1.767, 0.012, 3.200)
H (2.477, 3.882, 4.305)
H (2.608, 3.811, 2.532)
H (3.600, 2.744, 3.532)
H (1.776, 1.785, 5.396)
H (-0.269, 0.355, 5.415)
H (-1.988, -0.649, 3.930)
H (-2.068, -0.279, 2.261)

These are the Mulliken partial charges, in e, on atoms 1 to 6:
1. Ru 0.19
2. C -1.46
3. Si 1.31
4. C -1.35
5. C 0.20
6. C -0.56

Entry from OMol25: C12H27Cl2N2O10S4 as an isolated structure in a non-equilibrium geometry (ωB97M-V/def2-TZVPD).

As for the frontier orbital gap: 0.312 hartree. Its total charge is -1. For the HOMO energy, the calculation gives -6.2 eV.

Positions of all 57 atoms, in Å:
C (2.105, -2.816, 2.126)
C (2.642, -1.384, 1.859)
C (2.074, -0.345, 2.863)
N (2.091, 0.998, 2.237)
S (0.672, 1.865, 2.423)
O (-0.037, 1.463, 3.618)
O (1.075, 3.253, 2.631)
N (-0.278, 1.883, 1.068)
S (-1.121, 0.515, 0.883)
O (-0.349, -0.707, 1.025)
O (-1.674, 0.547, -0.452)
C (-2.592, 0.472, 1.961)
Cl (-2.986, 1.737, 3.098)
C (-3.424, -0.545, 1.879)
C (-4.691, -0.583, 2.739)
Cl (-3.190, -1.892, 0.791)
H (1.007, -2.866, 2.084)
H (2.519, -3.273, 3.038)
H (2.464, -3.432, 1.283)
H (3.741, -1.431, 1.899)
H (2.259, -1.110, 0.863)
H (2.667, -0.279, 3.791)
H (1.073, -0.695, 3.142)
H (2.407, 0.984, 1.273)
H (-5.352, 0.210, 2.358)
H (-4.465, -0.434, 3.802)
H (-5.163, -1.570, 2.635)
O (1.492, 7.060, -2.500)
S (0.115, 7.270, -2.167)
O (-0.270, 8.161, -1.117)
O (-0.583, 5.861, -1.946)
C (-0.046, 4.969, -0.937)
C (-0.322, 5.441, 0.475)
C (-0.766, 7.726, -3.626)
H (1.024, 4.820, -1.094)
H (-0.528, 4.003, -1.084)
H (0.179, 6.387, 0.682)
H (0.031, 4.708, 1.204)
H (-1.392, 5.608, 0.619)
H (-0.513, 7.037, -4.428)
H (-0.458, 8.738, -3.882)
H (-1.832, 7.704, -3.413)
O (1.678, -4.159, -1.287)
S (0.674, -5.174, -1.243)
O (0.902, -6.415, -0.564)
O (0.206, -5.489, -2.746)
C (1.203, -5.899, -3.690)
C (1.709, -7.308, -3.429)
C (-0.842, -4.490, -0.667)
H (2.031, -5.185, -3.704)
H (0.736, -5.866, -4.674)
H (2.221, -7.371, -2.470)
H (2.411, -7.619, -4.203)
H (0.875, -8.010, -3.395)
H (-1.050, -3.566, -1.204)
H (-0.723, -4.288, 0.396)
H (-1.634, -5.220, -0.821)

These are the Mulliken partial charges, in e, on atoms 1 to 6:
1. C -1.05
2. C -0.38
3. C -0.59
4. N -0.37
5. S 1.09
6. O -0.69

Entry from OMol25: one molecule with the formula C9H13FO2 in a non-equilibrium geometry (ωB97M-V/def2-TZVPD).

For the energy relative to the best compared isomer or geometry (same formula, charge and spin), the calculation gives 0.000 eV. As for the frontier orbital gap: 0.385 hartree. For the HOMO energy, the calculation gives -9.7 eV.

Positions of all 25 atoms, in Å:
C (0.330, 2.037, -1.639)
C (0.359, 1.424, -0.274)
C (0.339, -0.095, -0.316)
C (-0.865, -0.879, -0.706)
O (-1.030, -1.738, -1.536)
O (-1.976, -0.420, -0.007)
C (-3.263, -1.070, -0.134)
C (1.415, -0.685, 0.573)
C (1.857, -0.362, 1.948)
C (1.718, -2.041, -0.175)
C (1.779, -0.680, -0.794)
F (2.761, -0.060, -1.479)
H (0.013, 3.184, -1.614)
H (-0.549, 1.672, -2.337)
H (1.260, 1.984, -2.216)
H (-0.438, 1.730, 0.412)
H (1.274, 1.683, 0.193)
H (-3.852, -1.033, 0.795)
H (-3.125, -2.083, -0.402)
H (-3.755, -0.568, -0.941)
H (1.136, 0.414, 2.232)
H (2.857, 0.161, 1.919)
H (1.894, -1.172, 2.726)
H (2.720, -2.418, -0.016)
H (1.059, -2.735, -0.728)

These are the Mulliken partial charges, in e, on atoms 1 to 6:
1. C -1.14
2. C -0.79
3. C 1.01
4. C 0.11
5. O -0.59
6. O -0.29

Entry from OMol25: a 2-piece molecular cluster, C10H24B3FO4 overall in a non-equilibrium geometry (ωB97M-V/def2-TZVPD).

As for the frontier orbital gap: 0.355 hartree. For the HOMO energy, the calculation gives -9.9 eV.

Positions of all 42 atoms, in Å:
C (-0.323, 1.976, -3.643)
O (-0.525, 3.239, -2.907)
C (-1.257, 3.007, -1.637)
C (-0.292, 2.825, -0.325)
C (0.828, 1.634, -0.440)
B (2.394, 2.189, -0.568)
O (3.589, 1.287, -0.434)
B (4.255, 1.390, -1.774)
O (4.712, 2.773, -2.155)
B (3.419, 3.542, -2.179)
F (2.843, 4.122, -3.434)
O (2.731, 3.630, -0.843)
H (-0.889, 1.918, -4.673)
H (0.854, 1.887, -3.815)
H (-0.675, 1.022, -3.020)
H (-1.903, 3.994, -1.462)
H (-2.066, 2.142, -1.768)
H (0.247, 3.846, -0.068)
H (-1.008, 2.591, 0.591)
H (0.800, 1.037, 0.593)
H (0.633, 0.843, -1.280)
H (4.387, 0.478, -2.511)
C (-0.213, -3.752, 3.821)
C (-1.121, -3.990, 2.624)
C (-0.559, -3.423, 1.317)
C (-0.372, -1.901, 1.289)
C (-1.633, -1.081, 1.567)
C (-2.728, -1.293, 0.533)
H (-0.081, -2.686, 4.023)
H (-0.644, -4.209, 4.717)
H (0.774, -4.198, 3.655)
H (-2.114, -3.575, 2.827)
H (-1.259, -5.071, 2.502)
H (-1.215, -3.724, 0.493)
H (0.412, -3.893, 1.115)
H (0.025, -1.620, 0.305)
H (0.399, -1.615, 2.015)
H (-1.362, -0.018, 1.572)
H (-2.024, -1.301, 2.565)
H (-2.373, -1.033, -0.469)
H (-3.590, -0.658, 0.761)
H (-3.075, -2.330, 0.518)

These are the Mulliken partial charges, in e, on atoms 1 to 6:
1. C -0.40
2. O -0.35
3. C -0.47
4. C -0.30
5. C -0.07
6. B 0.38

Entry from OMol25: a 2-piece molecular cluster, C2H5N4 overall in a non-equilibrium geometry (ωB97M-V/def2-TZVPD).

For the energy relative to the best compared isomer or geometry (same formula, charge and spin), the calculation gives 0.875 eV. As for the frontier orbital gap: 0.389 hartree. Its total charge is +1. For the HOMO energy, the calculation gives -14.1 eV.

Positions of all 11 atoms, in Å:
C (-0.710, 0.351, 1.603)
C (-0.824, 0.926, 4.107)
N (-0.662, 0.151, 0.434)
N (-0.793, 0.703, 2.877)
N (-0.980, 1.167, 5.218)
N (0.169, -0.371, -2.005)
H (-0.508, 1.317, 6.010)
H (-0.708, -0.519, -2.690)
H (-0.350, -0.112, -1.090)
H (0.808, -1.170, -1.875)
H (0.863, 0.475, -2.072)

These are the Mulliken partial charges, in e, on atoms 1 to 6:
1. C 0.39
2. C 0.35
3. N -0.52
4. N -0.40
5. N -0.14
6. N -0.58